DFT (ωB97M-V/def2-TZVPD) results for a molecular structure, C50H35AlN5O2.

Properties
* Kohn-Sham gap: 5.01 eV
* LUMO energy: -4.17 eV
* HOMO energy: -9.19 eV
* energy relative to the best compared isomer or geometry (same formula, charge and spin): 25.50 kcal/mol
* total charge: +1

CARTESIAN COORDINATES (ANGSTROEM)
Al: 11.31491 13.97214 13.82301
C: 11.49604 20.19730 18.48604
C: 12.59696 19.71077 17.87812
C: 12.55585 18.70386 16.91537
C: 11.31090 18.20160 16.56161
C: 10.16349 18.69830 17.17431
C: 10.22521 19.66618 18.11608
C: 11.19237 16.98608 15.69030
C: 10.87248 17.07882 14.33839
C: 10.46028 18.22484 13.57300
C: 10.51341 17.88743 12.28280
C: 11.00403 16.59121 12.22041
N: 11.12156 16.00659 13.38934
C: 11.26790 15.91507 10.90199
C: 11.47289 14.52293 10.81854
C: 11.58283 13.87244 9.54586
C: 11.81784 12.61713 9.77798
C: 11.77612 12.41446 11.24452
C: 12.10799 11.29069 11.86008
C: 12.39493 10.08597 11.03348
C: 11.36161 9.41190 10.34575
C: 11.71247 8.23867 9.63191
C: 13.07202 7.77419 9.68113
C: 14.03963 8.49280 10.35305
C: 13.74133 9.66909 10.99227
C: 12.24973 11.12282 13.36928
N: 12.10535 12.19940 14.20242
C: 12.42168 11.65055 15.46482
C: 12.33185 12.29278 16.65452
C: 12.72051 11.47735 17.86223
C: 11.83481 10.63712 18.48297
C: 12.22815 9.90197 19.56416
C: 13.52108 10.01325 20.04168
C: 14.35787 10.93746 19.48634
C: 13.98299 11.72248 18.39349
C: 12.01920 13.69886 16.74707
C: 12.02043 14.34057 17.95747
C: 11.81189 15.68824 17.66462
C: 11.58238 15.77376 16.31627
N: 11.75452 14.48744 15.74411
C: 12.64492 10.20632 15.34426
C: 12.55889 9.89461 13.97366
N: 11.50445 13.62167 11.84256
C: 11.20698 16.75548 9.74402
C: 12.18604 17.74685 9.44301
C: 12.05501 18.58169 8.28506
C: 10.81504 18.62745 7.62928
C: 9.80091 17.72109 7.99636
C: 10.00277 16.79368 9.05533
H: 11.53876 20.95565 19.27425
H: 13.59360 20.16334 18.04843
H: 13.46668 18.27687 16.60150
H: 9.21726 18.22819 16.89964
H: 9.37010 20.07466 18.61151
H: 10.37405 19.19931 14.01361
H: 10.43686 18.51540 11.39761
H: 11.55718 14.29700 8.57415
H: 11.87866 11.85502 9.03248
H: 10.37488 9.72299 10.31756
H: 11.03820 7.63473 9.09778
H: 13.37925 6.86356 9.05540
H: 15.06582 8.14719 10.27475
H: 14.48146 10.25147 11.49014
H: 10.88446 10.58790 18.01817
H: 11.64785 9.16050 20.04912
H: 13.77922 9.38168 20.89697
H: 15.45010 10.98115 19.77319
H: 14.75482 12.36157 17.93027
H: 12.26449 13.81538 18.89956
H: 11.88690 16.63491 18.26464
H: 12.91909 9.56569 16.11953
H: 12.66928 8.95289 13.44971
H: 13.12143 17.70302 9.96617
H: 12.76189 19.30968 8.05055
H: 10.68112 19.32588 6.75821
H: 8.86591 17.80330 7.43661
H: 9.10101 16.15856 9.30770
N: 8.08984 15.91950 14.20531
C: 7.11815 15.10622 14.59973
C: 5.88922 15.55992 15.12517
C: 5.14158 14.67257 15.79956
C: 5.45515 13.29810 15.99203
C: 6.57115 12.77155 15.49744
C: 7.46165 13.57997 14.60212
H: 7.90288 16.85569 14.20013
H: 8.91648 15.62045 13.68524
H: 5.70678 16.63254 15.17703
H: 4.32960 15.08972 16.40173
H: 4.72132 12.72644 16.60981
H: 6.85295 11.72846 15.66172
H: 7.18596 13.25550 13.57957
O: 9.50893 13.62654 13.73721
O: 8.79993 13.32386 14.94327

Cartesian forces (eV/Å) of the 2 atoms listed first:
-0.3 0.2 -0.1
-2.3 0.1 0.5



DFT (ωB97M-V/def2-TZVPD) results for a molecular structure, C50H35Br2N6O2Re.

Properties
* Kohn-Sham gap (spin up / spin down): 6.06 / 5.59 eV
* LUMO energy (spin up / spin down): -3.70 / -4.04 eV
* 2S+1: 2
* HOMO energy (spin up / spin down): -9.76 / -9.64 eV
* <S²>: 0.77
* total charge: +1

CARTESIAN COORDINATES (ANGSTROEM)
Re: 0.95015 0.72952 -0.34911
C: 7.76342 3.49293 -2.80236
C: 7.37051 3.77249 -1.50117
C: 6.14534 3.32580 -1.03327
C: 5.29628 2.60300 -1.86492
C: 5.69467 2.32880 -3.17086
C: 6.92421 2.76822 -3.63626
C: 3.97881 2.12307 -1.36858
C: 3.97783 1.24432 -0.29384
C: 5.15635 0.63290 0.20948
C: 4.78445 -0.21775 1.19607
C: 3.37339 -0.11789 1.32433
N: 2.86488 0.76629 0.39817
C: 2.62224 -0.82939 2.26969
C: 1.26296 -0.69292 2.39195
C: 0.51111 -1.13785 3.53108
C: -0.73149 -0.63854 3.40931
C: -0.77402 0.09544 2.17911
C: -1.87452 0.80856 1.75679
C: -3.10404 0.80908 2.60418
C: -3.33083 1.85444 3.49160
C: -4.46620 1.86070 4.28748
C: -5.38180 0.82306 4.19911
C: -5.16180 -0.22033 3.31143
C: -4.02523 -0.22690 2.51736
C: -1.88495 1.55519 0.59238
N: -0.81996 1.73493 -0.26551
C: -1.35238 2.47380 -1.34267
C: -0.66152 2.94511 -2.42998
C: -1.39206 3.60489 -3.54665
C: -2.12395 4.77308 -3.36456
C: -2.80052 5.34948 -4.42862
C: -2.75297 4.76226 -5.68442
C: -2.01284 3.60475 -5.87701
C: -1.33072 3.03297 -4.81501
C: 0.73766 2.89983 -2.52924
C: 1.50576 3.72824 -3.39934
C: 2.80687 3.54818 -3.05764
C: 2.83684 2.58288 -2.00575
N: 1.54963 2.18657 -1.70452
C: -2.74912 2.70204 -1.11980
C: -3.06048 2.18908 0.08112
N: 0.43785 0.01476 1.51996
C: 3.34101 -1.69419 3.24707
C: 3.06271 -3.05697 3.29738
C: 3.70622 -3.87002 4.21788
C: 4.62557 -3.32579 5.10228
C: 4.90404 -1.96691 5.06023
C: 4.26665 -1.15486 4.13569
H: 8.72235 3.83537 -3.16474
H: 8.01772 4.34180 -0.84953
H: 5.83505 3.55427 -0.02124
H: 5.04744 1.74713 -3.81521
H: 7.22583 2.54306 -4.64942
H: 6.14634 0.78840 -0.18049
H: 5.41380 -0.87282 1.77020
H: 0.91516 -1.70859 4.34812
H: -1.55070 -0.71951 4.10137
H: -2.61386 2.66232 3.55960
H: -4.63399 2.67488 4.97778
H: -6.26701 0.82860 4.81824
H: -5.87470 -1.02865 3.23713
H: -3.85572 -1.03642 1.82060
H: -2.14384 5.24474 -2.39107
H: -3.35706 6.26290 -4.27753
H: -3.28530 5.20943 -6.51236
H: -1.96215 3.15105 -6.85710
H: -0.74359 2.13459 -4.96389
H: 1.10011 4.40916 -4.12628
H: 3.66382 4.06376 -3.45225
H: -3.41141 3.18689 -1.81375
H: -4.01767 2.18231 0.57038
H: 2.35263 -3.47784 2.59848
H: 3.48934 -4.92879 4.24268
H: 5.12325 -3.95784 5.82392
H: 5.61530 -1.53657 5.75150
H: 4.47506 -0.09269 4.11230
Br: -2.12908 -3.21792 0.65817
C: -0.68399 -4.32937 0.05962
Br: 0.97172 -3.36374 -0.08965
H: -0.93274 -4.71520 -0.92228
H: -0.53972 -5.12507 0.78111
C: -2.63537 -1.49664 -4.14279
N: -1.32252 -1.29230 -3.53634
C: -0.19144 -1.72642 -4.13721
C: 1.04551 -1.56081 -3.60985
C: 1.06978 -0.85873 -2.38653
O: 2.07194 -0.49916 -1.66603
N: -0.04826 -0.37861 -1.82136
C: -1.31797 -0.63252 -2.29641
O: -2.34509 -0.37056 -1.72892
H: -2.50106 -2.03373 -5.07768
H: -3.10779 -0.53456 -4.33249
H: -3.26852 -2.06984 -3.46924
H: -0.34411 -2.22860 -5.08244
H: 1.94302 -1.91335 -4.08772

Cartesian forces (eV/Å) of the 2 atoms listed first:
0.6 -0.2 -0.2
0.0 0.0 0.0



| no. | E_tot (eV) | largest force on an atom (eV/A) |
| --- | --- | --- |
| 1 | -70554.585 | 5.18 |
| 2 | -207666.790 | 0.66 |